1.
This record from OMol25 describes C50H50Br2CsN4O7PS2Te as an isolated structure. The level of theory is ωB97M-V with the def2-TZVPD basis set.

The calculation puts the HOMO energy at -2.88 eV. As for the frontier orbital gap: 6.429 eV.

The geometry in ORCA input format:
```
! RIJCOSX wB97M-V def2-TZVPD def2/J DEFGRID3
* xyz -2 1
Cs -0.5337 0.1437 0.2219
Br 2.2957 -3.0219 -2.2389
C 0.4413 -2.9476 -2.8349
Br -0.4522 -1.2410 -2.6652
H -0.1012 -3.6564 -2.2262
H 0.4457 -3.2203 -3.8813
O -0.3869 -2.3523 0.8630
S -1.6808 -2.8416 0.3753
O -2.5799 -1.7294 0.0915
O -1.5956 -3.8679 -0.6379
C -2.4412 -3.5920 1.7869
C -2.6712 -4.9583 1.8067
C -3.3341 -5.5150 2.8918
C -3.7636 -4.7039 3.9340
C -3.5302 -3.3336 3.9014
C -2.8686 -2.7510 2.8278
P -2.5445 -0.9241 2.6964
C -2.4427 -0.5126 4.4979
C -1.2314 -0.8201 5.1300
C -1.0068 -0.4669 6.4514
C -1.9909 0.2086 7.1709
C -3.1918 0.5280 6.5532
C -3.4111 0.1748 5.2236
C -4.2090 -0.2861 2.2608
C -5.3388 -1.0768 2.0669
C -6.5319 -0.5091 1.6373
C -6.6083 0.8543 1.3799
C -5.4798 1.6465 1.5440
C -4.2931 1.0746 1.9767
H -2.3314 -5.5607 0.9735
H -3.5206 -6.5822 2.9213
H -4.2875 -5.1388 4.7774
H -3.8600 -2.7086 4.7237
H -0.4366 -1.3101 4.5735
H -0.0482 -0.6916 6.9032
H -1.8130 0.4996 8.2002
H -3.9582 1.0664 7.0997
H -4.3522 0.4306 4.7490
H -5.2866 -2.1462 2.2297
H -7.3986 -1.1410 1.4798
H -7.5335 1.2915 1.0219
H -5.5071 2.6987 1.2898
H -3.4077 1.6921 2.0643
C 3.1385 7.4586 -1.2722
C 2.5990 6.2308 -0.5812
C 2.1160 6.2537 0.7104
C 1.5692 5.1229 1.3369
C 1.0724 5.2808 2.7216
O 1.5528 6.0846 3.5040
C -0.1417 4.5036 3.1552
C -1.2857 4.5524 2.3663
C -2.4669 3.9808 2.8167
C -2.4916 3.3148 4.0392
C -1.3368 3.2347 4.8106
C -0.1706 3.8548 4.3796
C 1.5170 3.8618 0.6747
O 1.0671 2.7831 1.1942
C 2.0644 3.8545 -0.6470
C 2.5718 4.9862 -1.2353
C 2.2018 2.5368 -1.3322
N 1.5600 2.1059 -2.3315
C 0.3982 2.7574 -2.9273
C -0.3366 3.8046 -2.0846
Te -2.2117 4.3746 -2.9391
C -1.2257 5.7618 -4.2049
C -0.9651 5.4522 -5.5415
C -0.2604 6.3388 -6.3523
C 0.1994 7.5438 -5.8371
C -0.0539 7.8619 -4.5080
C -0.7646 6.9792 -3.7008
C 3.3054 1.6580 -0.7854
C 3.3403 0.2975 -1.0937
C 4.3478 -0.5069 -0.5840
C 5.3378 0.0329 0.2334
C 5.3057 1.3817 0.5423
C 4.2894 2.1869 0.0409
H 3.1266 8.3174 -0.5973
H 2.5466 7.7229 -2.1545
H 4.1696 7.3166 -1.6109
H 2.1335 7.1759 1.2851
H -1.2450 5.0417 1.3984
H -3.3597 4.0351 2.2018
H -3.4038 2.8363 4.3778
H -1.3471 2.6833 5.7443
H 0.7300 3.8216 4.9825
H 2.9752 4.9062 -2.2440
H -0.3138 1.9684 -3.1801
H 0.7347 3.1896 -3.8761
H 0.1954 4.7480 -1.9817
H -0.5515 3.4342 -1.0823
H -1.3050 4.5059 -5.9443
H -0.0581 6.0784 -7.3843
H 0.7554 8.2298 -6.4654
H 0.3061 8.7970 -4.0952
H -0.9542 7.2316 -2.6637
H 2.5668 -0.1091 -1.7347
H 4.3533 -1.5643 -0.8108
H 6.1124 -0.6029 0.6457
H 6.0498 1.8082 1.2049
H 4.2475 3.2338 0.3164
N 2.9344 1.2886 2.8156
N 2.5699 0.0302 2.2743
C 2.4694 -1.0717 2.9977
N 2.1667 -2.2138 2.3036
S 2.7390 -1.1084 4.6826
H 2.8143 1.1677 3.8199
H 2.2229 1.9420 2.4620
H 2.4299 0.0281 1.2733
H 1.5154 -2.1700 1.5257
H 1.9632 -2.9786 2.9259
C -3.2083 0.2597 -3.1584
O -2.0573 0.7595 -2.5526
H -3.0179 -0.1168 -4.1806
H -3.9968 1.0281 -3.2628
H -3.6617 -0.5810 -2.6041
O -3.0322 2.4647 -1.0331
H -2.3803 2.5706 -0.3338
H -2.6423 1.6853 -1.6291
*
```

2.
This record from OMol25 describes C5H5OTl as an isolated structure. The level of theory is ωB97M-V with the def2-TZVPD basis set.

The calculation puts the HOMO energy (alpha / beta) at -10.47 / -11.84 eV. As for the frontier orbital gap (alpha / beta): 6.097 / 7.377 eV. The expectation value of S² is 0.764.

The geometry in ORCA input format:
```
! RIJCOSX wB97M-V def2-TZVPD def2/J DEFGRID3
* xyz 1 2
C 1.2953 -0.8243 -1.1466
C 1.7016 -0.9310 0.1904
H 1.2594 -1.7082 -1.7852
H 1.2772 0.1495 -1.6379
H 2.0001 -0.0402 0.7450
H 1.9848 -1.8992 0.6062
C -0.3728 -0.9223 0.0863
C -1.1020 0.1307 0.3933
H -0.6498 -1.9729 0.0825
C -1.6324 1.2715 0.7586
O -2.4693 2.1274 0.7960
Tl -3.2922 4.6189 0.9114
*
```

3.
This record from OMol25 describes a 3-piece molecular cluster, C4H16NO2 overall. The level of theory is ωB97M-V with the def2-TZVPD basis set.

For the energy above the lowest of the compared OMol25 structures with the same formula, charge and spin, the calculation gives 162.1 kJ/mol. The calculation puts the HOMO energy at -14.85 eV. As for the frontier orbital gap: 11.684 eV.

The geometry in ORCA input format:
```
! RIJCOSX wB97M-V def2-TZVPD def2/J DEFGRID3
* xyz 1 1
C -1.5267 -0.5960 -0.0564
C -1.3725 0.5531 -1.1075
C -0.7944 1.8789 -0.5738
C 0.5211 2.2759 -1.3215
N -0.1755 -0.9021 0.5130
H -2.1204 -0.1384 0.7969
H -2.0349 -1.3635 -0.6268
H -0.6177 0.3083 -1.8645
H -2.2408 0.6083 -1.7528
H -1.5129 2.6935 -0.6687
H -0.4656 1.7540 0.4653
H 1.3773 1.7052 -0.9962
H 0.7040 3.3441 -1.2915
H 0.4434 2.3306 -2.4461
H -0.0810 -1.7810 1.0707
H 0.2500 -0.3380 1.2374
H 0.4050 -0.9920 -0.3157
H 0.7048 -4.4439 2.4576
H 0.3883 -4.2997 1.0250
O 0.4615 -3.7563 1.8220
H 3.2066 -0.0704 1.2912
H 2.0356 0.9089 1.4933
O 2.4449 0.3205 0.8491
*
```

4.
This record from OMol25 describes an isolated ion of composition C2H8N3 and charge +1. The level of theory is ωB97M-V with the def2-TZVPD basis set.

Its SMILES is NC/C=[NH+]\N. For the energy above the lowest of the compared OMol25 structures with the same formula, charge and spin, the calculation gives 359.3 kJ/mol. The calculation puts the HOMO energy at -14.34 eV. As for the frontier orbital gap: 9.999 eV.

The geometry in ORCA input format:
```
! RIJCOSX wB97M-V def2-TZVPD def2/J DEFGRID3
* xyz 1 1
N 1.1221 0.8961 0.1035
C 0.9278 -0.6282 -0.0159
C -0.3644 -1.1007 0.0752
N -1.4832 -0.3726 0.1040
N -1.6045 0.9313 -0.1435
H 1.2130 1.2948 1.0427
H 1.9024 1.0928 -0.4253
H 1.3422 -1.0971 0.9098
H 1.2903 -0.9673 -0.9536
H -0.4675 -2.2663 0.4922
H -2.2806 -0.9606 0.1786
H -0.6540 1.4215 -0.0365
H -2.4833 1.3605 0.2599
*
```

5.
This record from OMol25 describes a single C4H7NO2 molecule. The level of theory is ωB97M-V with the def2-TZVPD basis set.

Its SMILES is [H]/N=C(\C)OCC=O. For the energy above the lowest of the compared OMol25 structures with the same formula, charge and spin, the calculation gives 348.7 kJ/mol. The calculation puts the HOMO energy at -9.02 eV. As for the frontier orbital gap: 9.843 eV.

The geometry in ORCA input format:
```
! RIJCOSX wB97M-V def2-TZVPD def2/J DEFGRID3
* xyz 0 1
H -0.9754 2.0461 0.0282
N -0.2937 1.3024 0.1489
C -0.8358 0.1599 0.0631
C -2.2783 -0.2011 -0.1588
O -0.0820 -0.9569 0.1895
C 1.2833 -0.7187 0.4619
C 2.1466 0.0833 -0.5691
O 3.1797 0.5421 -0.0612
H -2.6780 -0.6893 0.7359
H -2.8759 0.6864 -0.3777
H -2.3664 -0.9095 -0.9876
H 1.4061 -0.1699 1.4128
H 1.7369 -1.7106 0.5798
H 2.6331 0.5359 -1.4656
*
```

6.
This record from OMol25 describes a 14-piece molecular cluster, C28H89N5O14 overall. The level of theory is ωB97M-V with the def2-TZVPD basis set.

For the energy above the lowest of the compared OMol25 structures with the same formula, charge and spin, the calculation gives 0.0 kJ/mol. The calculation puts the HOMO energy at -8.97 eV. As for the frontier orbital gap: 8.508 eV.

The geometry in ORCA input format:
```
! RIJCOSX wB97M-V def2-TZVPD def2/J DEFGRID3
* xyz 0 1
C -0.6130 -4.7108 0.8461
C -0.5296 -5.8551 1.8354
O -0.5256 -7.0938 1.0999
H -0.3284 -3.7920 1.3732
H -1.5822 -4.5253 0.3830
H 0.0976 -4.8266 0.0258
H -1.4479 -5.8748 2.4322
H 0.2845 -5.8210 2.5582
H -1.4154 -7.4407 1.1837
C 3.2329 3.3491 1.7215
C 2.9758 1.8681 1.3773
O 2.9791 1.7408 -0.0347
H 2.3733 3.9980 1.5529
H 4.1527 3.7250 1.2749
H 3.4233 3.4402 2.7990
H 2.0319 1.6010 1.8640
H 3.7838 1.2646 1.7889
H 2.1617 2.1946 -0.3316
C 0.4866 2.5566 4.4025
C -0.4036 3.1529 3.3134
O -1.0778 2.1214 2.6177
H -0.1604 2.3731 5.2639
H 1.3242 3.1907 4.6734
H 0.7419 1.5465 4.0735
H 0.2245 3.7261 2.6229
H -1.1323 3.8214 3.7807
H -1.6101 2.4826 1.8846
C 4.2773 -2.3948 -2.3185
C 3.9801 -0.9352 -1.9676
O 3.4190 -0.8213 -0.6772
H 4.7476 -2.4571 -3.2982
H 3.3958 -3.0247 -2.2190
H 5.0101 -2.7076 -1.5722
H 3.3467 -0.4166 -2.6982
H 4.9350 -0.3970 -1.8870
H 3.3612 0.1364 -0.4858
O -0.4611 5.6775 0.7117
H -0.4911 5.8648 -0.2366
H 0.2081 6.2791 1.0542
O -3.9459 3.2985 -1.5901
H -3.5696 3.7426 -2.3551
H -3.7333 2.3486 -1.7184
O -3.4927 0.6214 -2.1054
H -3.7620 0.3091 -2.9754
H -2.6643 0.1374 -1.9085
O -0.7087 5.9580 -2.4103
H -1.3207 5.4768 -2.9763
H -0.1475 6.4508 -3.0199
O -2.6323 3.4820 0.8386
H -3.0474 3.4741 -0.0473
H -2.1508 4.3205 0.8823
C -5.3052 -2.9182 4.8459
C -5.4588 -1.6401 3.9939
C -6.2244 -1.8125 2.6696
O -5.5931 -2.6771 1.7575
C -4.3884 -2.2263 1.1769
N -6.0925 -0.6508 4.8518
H -4.9593 -2.6493 5.8421
H -4.5993 -3.6054 4.3803
H -6.2755 -3.4094 4.9527
H -4.4536 -1.2889 3.7406
H -6.4089 -0.8197 2.2361
H -7.2122 -2.2526 2.8306
H -4.0554 -2.9750 0.4629
H -3.6113 -1.9061 1.8751
H -4.6009 -1.3205 0.5918
H -6.4555 0.1045 4.2721
H -6.9431 -1.0934 5.1980
C 3.4216 2.9195 -4.0869
C 3.9217 4.3303 -3.7229
C 3.2853 4.8061 -2.4330
O 3.8339 6.0801 -2.1054
C 3.3971 6.5773 -0.8721
N 5.3803 4.2453 -3.6093
H 3.4577 2.2180 -3.2528
H 3.9114 2.4240 -4.9246
H 2.4005 3.0616 -4.4553
H 3.6724 4.9830 -4.5593
H 3.4546 4.0950 -1.6184
H 2.2022 4.9337 -2.5648
H 3.7870 7.5863 -0.7600
H 3.7688 5.9309 -0.0681
H 2.3019 6.5680 -0.7904
H 5.7055 3.6837 -2.8222
H 5.7144 5.1363 -3.2346
C 0.3080 1.9224 -2.6333
C -0.3948 2.0613 -1.2788
C -0.3947 0.7271 -0.5226
O -0.9176 -0.3040 -1.3514
C -0.9604 -1.5629 -0.6636
N 0.4991 2.9789 -0.5472
H 1.3466 1.6266 -2.4812
H 0.3564 2.9071 -3.1045
H -0.1192 1.1797 -3.3071
H -1.4224 2.4153 -1.3710
H -0.9094 0.8231 0.4397
H 0.6349 0.4588 -0.2563
H -1.3027 -1.4447 0.3692
H 0.0185 -2.0366 -0.5493
H -1.6037 -2.3280 -1.0955
H 0.1706 3.2768 0.3681
H 0.4774 3.8164 -1.1229
C -1.6984 -2.5075 4.5570
C -0.9762 -1.2063 4.1717
C -0.3263 -1.3701 2.8105
O 0.8089 -2.2287 2.9295
C 1.5301 -2.3204 1.7346
N -2.0131 -0.1638 4.1414
H -0.9761 -3.2987 4.7712
H -2.3601 -2.8234 3.7468
H -2.3095 -2.4205 5.4552
H -0.1926 -0.9661 4.8912
H 0.0469 -0.4143 2.4236
H -1.0154 -1.7967 2.0693
H 2.4993 -2.7820 1.9260
H 1.7133 -1.3512 1.2574
H 1.0819 -2.9303 0.9390
H -1.5544 0.6867 3.7901
H -2.6448 -0.3541 3.3648
C 0.7821 -5.7529 -5.3416
C 1.4466 -5.5590 -3.9774
C 0.9428 -4.2471 -3.3472
O 1.2812 -3.1930 -4.2247
C 0.8885 -1.9235 -3.7965
N 1.1380 -6.6655 -3.1072
H 1.2444 -6.6328 -5.7918
H 0.8410 -4.8804 -5.9861
H -0.2791 -5.9395 -5.1657
H 2.5242 -5.3665 -4.0574
H 1.4601 -4.0698 -2.3953
H -0.1442 -4.2488 -3.2051
H 1.4204 -1.2384 -4.4577
H 1.1987 -1.8203 -2.7488
H -0.1786 -1.6713 -3.8453
H 1.5317 -7.5339 -3.4529
H 1.5224 -6.6014 -2.1712
*
```

We obtain total energy values of -251843.218, -11995.406, -9985.701, -6664.905, -9843.666, -66592.278 eV for the records listed above, in that order.
We obtain max |F| values of 2.9, 4.0, 3.8, 7.0, 4.3, 2.1 eV/Å for the records listed above, in that order.